Record 1
A molecular structure, C44H37NaO2P2 in a non-equilibrium geometry, computed with wB97M-V/def2-TZVPD.

For the largest force on an atom, the calculation gives 2.370 eV/Å. Its LUMO energy is 0.1 eV. The calculation puts the gap between HOMO and LUMO at 0.209 hartree.

Structure (XYZ):
```
86
Properties=species:S:1:pos:R:3:forces:R:3
P -0.50502 1.40270 0.39623 0.6 0.8 0.2
P 2.26438 -1.18630 0.39623 0.0 0.1 0.5
Na -0.34002 -1.02130 0.39623 1.0 -1.3 0.4
O 2.25068 1.70010 1.55683 -0.5 0.2 -0.6
O -2.35032 -1.02130 0.39623 -2.2 0.0 -0.9
C 3.19068 -0.32970 -2.13437 0.0 0.0 -0.3
C 1.97088 -2.41790 -3.51417 0.0 0.3 0.3
C 2.13908 -3.15030 2.34253 0.2 -0.2 0.0
C 3.68128 -0.18280 0.98943 0.6 0.4 -0.2
C -1.48072 0.95310 -2.14397 0.1 1.1 0.1
C 2.59518 4.69660 -0.62257 -0.2 -0.3 0.1
C -2.46342 2.50440 4.43453 0.0 0.0 -0.1
C 4.99218 -0.69700 0.97833 0.2 0.5 0.4
C -7.25202 -1.27760 -0.57007 0.1 0.0 -0.1
C -1.27822 1.90040 1.95073 -0.5 0.2 0.7
C 2.92368 3.67530 0.26963 -0.1 0.0 0.0
C 1.99038 2.68020 0.60213 -0.2 0.4 -0.2
C -1.49112 3.22910 2.33853 -0.2 0.0 0.3
C 1.32928 4.74070 -1.18867 -0.1 -0.2 0.0
C -2.41732 0.96560 -3.18047 0.1 1.1 0.2
C 3.70268 -5.03360 1.02323 -0.2 0.3 0.0
C 3.49368 1.09840 1.55003 0.9 -0.4 0.4
C -2.25462 1.17850 4.07003 0.1 0.1 -0.3
C -2.21912 -1.63200 -1.90617 0.1 -0.5 0.1
C -2.08352 3.52880 3.57003 0.1 -0.2 -0.2
C -6.58802 -1.59190 -1.75507 0.2 0.1 0.1
C -3.05112 2.05940 -0.69527 -0.3 0.1 -0.4
C 0.69578 2.71530 0.02743 0.2 0.7 -0.3
C -5.12712 -0.98320 0.53993 -0.4 0.0 0.0
C 2.65348 -2.83310 1.07283 0.5 -0.7 0.2
C 3.44008 -3.79670 0.42503 0.0 -0.1 0.2
C 2.49148 -1.30180 -1.40217 0.3 -0.1 -0.7
C 0.39138 3.75860 -0.86887 0.5 0.1 0.2
C 4.54098 1.73990 2.22873 0.0 -0.1 -0.2
C 1.85988 -2.33050 -2.12327 0.0 -0.2 -0.2
C 5.82198 1.19600 2.22683 -0.3 -0.1 -0.1
C 2.39928 -4.38610 2.94093 0.1 0.4 -0.3
C -4.45122 -1.29800 -0.64707 -0.3 -0.1 0.1
C 2.69488 -1.45950 -4.21557 0.0 0.1 0.0
C 3.29848 -0.41190 -3.52667 -0.2 0.0 0.3
C -3.98812 2.07760 -1.73447 0.3 -0.1 0.3
C 6.05278 -0.01020 1.57733 -0.3 -0.3 -0.2
C -1.77812 1.50540 -0.88357 -0.4 0.6 -1.0
C -2.95772 -1.29540 -0.63717 0.2 0.0 0.6
C 3.18158 -5.32800 2.28003 0.0 0.1 -0.1
C -1.66832 0.88070 2.83763 0.0 0.1 0.1
C -3.67152 1.53090 -2.97547 0.1 0.0 0.0
C -6.52282 -0.97320 0.57753 0.4 0.0 -0.1
C -5.19072 -1.60300 -1.79677 -0.4 0.0 0.2
H -8.33902 -1.26980 -0.54057 0.2 0.0 0.0
H 1.26488 -3.08170 -1.60527 0.1 0.2 0.2
H 3.64948 0.52150 -1.63727 0.0 -0.2 0.1
H -3.34292 2.48450 0.26113 0.2 -0.1 0.0
H 4.35538 2.67360 2.75333 -0.1 -0.1 -0.1
H -4.70722 -1.85220 -2.73637 0.1 0.0 0.2
H 4.31948 -5.76400 0.50613 -0.1 0.1 0.0
H 3.91588 3.69530 0.70313 -0.1 -0.2 0.1
H 1.52948 -2.42870 2.88463 0.0 -0.1 -0.2
H -4.40362 1.53890 -3.77827 0.1 0.0 0.1
H -7.03822 -0.72780 1.50283 0.1 0.0 -0.2
H -2.24312 4.56520 3.85493 0.0 -0.1 -0.1
H 3.84548 0.35410 -4.07037 -0.1 -0.1 0.1
H -0.34002 -2.89650 0.39623 0.2 -0.7 -0.2
H -1.14182 -1.58230 -1.71877 -0.3 -0.3 -0.1
H 2.77748 -1.52040 -5.29727 0.0 0.0 0.1
H -2.53912 0.37390 4.74243 0.0 0.1 -0.1
H -7.16032 -1.82900 -2.64897 0.1 0.0 0.1
H 3.32758 5.46220 -0.86517 -0.1 -0.2 0.1
H 1.48248 -3.23010 -4.04617 0.1 0.1 0.1
H 1.06628 5.53650 -1.88067 0.0 -0.1 0.1
H -2.45992 -0.90760 -2.68847 -0.2 -1.1 0.4
H 5.20828 -1.65810 0.51973 -0.2 0.1 0.1
H -2.16442 0.52730 -4.14217 0.0 0.1 0.1
H -0.58862 3.82860 -1.33537 0.1 -0.2 0.2
H -2.45992 -2.64890 -2.22657 0.0 0.0 0.1
H 1.99238 -4.60750 3.92403 0.0 0.1 -0.2
H -1.20352 4.05090 1.68833 0.0 -0.1 0.0
H -0.50832 0.49650 -2.32927 -0.1 0.1 0.1
H -4.96972 2.51340 -1.56787 0.1 -0.1 0.0
H 3.38818 -6.28790 2.74543 0.0 0.1 -0.1
H -2.91602 2.73930 5.39373 0.1 0.0 -0.1
H 3.87718 -3.59650 -0.55027 -0.2 0.1 0.1
H 6.63518 1.71070 2.73103 -0.2 -0.1 0.0
H -1.50812 -0.16480 2.57773 -0.1 0.2 0.0
H 7.05098 -0.44060 1.56383 -0.2 0.1 0.0
H -4.56802 -0.74370 1.44293 0.0 -0.1 -0.3
```
Positions in Å, forces in eV/Å.


Record 2
A molecular structure, C44H38Cl3O5PPdS in a non-equilibrium geometry, computed with wB97M-V/def2-TZVPD.

For the largest force on an atom, the calculation gives 1.358 eV/Å. The spin multiplicity is 5. Its LUMO energy (alpha / beta) is -0.3 / -1.7 eV. The calculation puts the gap between HOMO and LUMO (alpha / beta) at 0.251 / 0.213 hartree.

Structure (XYZ):
```
93
Properties=species:S:1:pos:R:3:forces:R:3
Pd -0.70350 0.19631 0.20409 0.8 0.3 -0.2
Cl 4.49744 0.40794 0.76847 -0.1 0.1 0.1
Cl -0.52526 -0.14497 2.66722 -0.1 -0.1 0.3
Cl 3.44980 1.37496 5.97217 0.0 0.0 -0.2
S -0.16241 1.46424 -2.62192 0.3 -0.1 0.3
P -0.21735 2.62630 0.14188 -0.7 0.4 0.3
O 0.23136 1.29942 -3.98712 -0.4 0.0 0.0
O -0.86868 0.29643 -2.02462 0.1 0.0 -0.1
O 1.52728 0.11206 0.53509 0.0 0.1 0.5
O 0.89487 1.93219 -1.71330 0.2 -0.2 -0.4
O -0.18024 -2.45013 0.19393 -0.3 -0.1 -0.1
C -3.59230 0.55280 0.12072 -0.2 -1.0 -0.7
C -4.58388 -0.18360 -0.59916 0.1 0.2 0.1
C 3.57145 4.13776 0.28912 0.0 0.1 0.0
C 1.95598 0.35032 1.73585 -0.1 -0.3 -0.4
C 2.88372 0.95855 4.37221 0.2 0.1 0.1
C -2.78838 -2.90918 -1.74636 0.0 0.0 -0.1
C 3.32548 0.58680 2.04238 0.0 0.0 -0.1
C 2.48881 3.28849 0.11140 0.1 -0.1 0.0
C 1.14208 0.35204 2.88754 -0.1 0.0 0.0
C 1.19694 -4.35632 -0.00619 -0.1 -0.1 0.0
C -1.32716 3.18831 4.08081 0.0 0.0 0.0
C -2.59728 2.56557 4.10297 0.2 0.1 0.0
C -3.19828 2.16038 2.95734 0.0 -0.1 -0.1
C -2.66184 -3.88519 -0.57956 0.1 0.2 0.3
C -0.63378 3.34089 2.85039 0.0 0.1 0.2
C -3.12961 -3.28303 0.75501 -0.1 -0.1 -0.1
C -2.57179 2.39431 1.61431 0.1 -0.3 -0.1
C 2.46006 -3.64466 0.39529 -0.1 0.2 -0.1
C -2.20276 4.41361 -0.90450 0.0 0.0 0.0
C -2.71682 1.16870 0.70297 -0.2 1.1 0.8
C 0.99233 5.07772 0.71042 0.0 0.0 0.0
C -0.10433 -3.66714 -0.08286 0.2 -0.1 0.0
C -1.30592 2.79612 -2.42274 -0.2 0.1 0.2
C 2.07649 5.93067 0.86880 -0.1 -0.1 0.0
C -6.45443 -1.70108 -0.60457 0.0 0.0 -0.1
C 1.27572 -5.68401 -0.34703 -0.1 -0.1 0.0
C -4.71394 -0.01748 -1.97912 0.1 0.1 -0.2
C -5.46176 -1.02643 0.08590 -0.1 0.0 0.0
C 3.36840 5.45704 0.66628 0.0 0.0 0.0
C -3.01951 4.88722 -1.92668 0.0 0.0 -0.1
C 2.39661 -3.09859 1.82460 0.1 -0.1 0.0
C 3.77518 0.89688 3.30979 0.2 0.0 0.0
C -1.10653 -5.78702 -0.79326 0.2 -0.1 -0.1
C 0.14898 -6.40819 -0.73926 0.0 0.1 0.0
C -2.11765 3.25220 -3.44491 0.1 -0.1 0.1
C -1.17542 2.95034 1.67080 0.0 -0.2 -0.2
C 1.55627 0.66239 4.16942 -0.3 0.0 0.1
C -6.57221 -1.54278 -1.98223 0.0 0.0 0.0
C 2.83205 -2.57838 -0.64902 0.0 0.0 0.0
C -5.70232 -0.70088 -2.66748 0.0 0.0 0.0
C -1.27384 -4.46184 -0.48672 0.1 0.0 0.1
C -1.33260 3.35685 -1.13558 0.2 -0.2 -0.4
C -2.98157 4.30879 -3.18857 -0.1 0.1 0.0
C 1.19906 3.74890 0.33389 0.0 -0.1 0.0
H 3.33692 -2.60040 2.07418 0.0 0.0 0.0
H 3.83321 -2.19319 -0.44222 -0.1 0.0 0.0
H 1.91126 6.96218 1.15429 0.0 0.0 0.0
H 4.83208 1.07041 3.47568 -0.1 0.0 0.0
H -2.24765 4.88103 0.07334 0.0 0.0 0.0
H -3.19750 3.12826 1.09310 -0.1 0.1 -0.1
H -4.02218 0.63638 -2.49940 0.0 -0.1 0.0
H -3.83689 -2.66148 -1.90916 0.0 0.0 0.0
H -0.01037 5.45050 0.89043 0.1 0.0 0.0
H 0.24338 -7.45702 -0.99603 0.0 0.1 0.0
H -3.09516 2.40139 5.05229 0.0 0.0 0.0
H 2.13853 -1.73959 -0.61845 0.1 0.0 0.0
H 2.63802 2.27332 -0.22608 0.0 0.0 0.1
H 4.21479 6.12081 0.79766 0.0 0.0 0.0
H -4.20433 -3.08748 0.71732 0.2 -0.1 0.0
H 1.58817 -2.38350 1.92500 -0.1 0.1 0.0
H 2.23904 -6.17836 -0.29612 0.0 0.0 0.0
H 0.85136 0.66027 4.99380 0.1 0.0 -0.1
H -0.85981 3.50692 5.00636 0.0 0.0 -0.1
H -3.68636 5.72031 -1.73535 0.0 0.0 0.0
H 0.37747 3.73267 2.86518 0.0 0.0 0.1
H -7.34449 -2.07729 -2.52264 0.0 0.0 0.0
H -4.17433 1.68477 2.97043 0.1 0.0 0.0
H -2.61358 -2.34875 0.96371 0.1 0.1 0.0
H 3.24360 -4.40489 0.38291 0.1 -0.1 0.0
H -5.34971 -1.14846 1.15582 0.0 0.0 0.0
H 2.83358 -3.00745 -1.65718 0.0 0.0 0.1
H -3.31370 -4.73089 -0.79691 -0.1 -0.1 0.0
H -2.05156 2.79474 -4.42656 0.0 0.0 0.1
H -2.23624 -1.99174 -1.55887 0.1 0.1 0.0
H -1.97267 -6.36516 -1.09865 0.1 0.0 0.0
H -7.13478 -2.35424 -0.07087 0.0 0.0 0.0
H 4.57397 3.76427 0.12060 0.0 0.0 0.0
H -5.79514 -0.57771 -3.73985 0.0 0.0 0.1
H -2.39571 -3.34465 -2.66976 0.0 0.0 0.1
H -3.61546 4.69331 -3.97982 0.0 0.0 0.1
H 2.23808 -3.90794 2.54546 0.0 0.1 -0.1
H -2.94072 -3.96819 1.58476 0.0 0.0 0.0
```
Positions in Å, forces in eV/Å.